Density functional theory data (ωB97M-V/def2-TZVPD) for C29H38FeN4OP2 as an isolated structure.

Computed properties:
HOMO level (spin up / spin down) (eV): -5.7 / -8.3
Expectation value of S²: 6.07
2S+1: 5
Net charge: 0
E_tot (a.u.): -3368.2860
Kohn-Sham gap (spin up / spin down) (eV): 6.0 / 7.6

CARTESIAN COORDINATES (ANGSTROEM)
Fe -0.1253 -1.9238 2.2573
C 2.2384 3.7894 -2.2728
C 0.9757 3.9486 -1.8611
C -0.1933 3.9487 -2.8015
C -0.1231 2.8713 -3.9219
C 0.4828 1.5371 -3.5706
C 1.7819 1.2793 -3.7716
C 2.7104 2.3088 -4.3625
C 2.6475 3.7164 -3.7052
C 0.2754 -3.8493 2.3470
H 3.0848 3.7301 -1.5803
H 0.7456 4.2325 -0.8258
H -0.2797 4.9293 -3.3055
H -1.1067 3.7936 -2.2105
H -1.1642 2.6934 -4.2209
H 0.4039 3.3073 -4.7831
H -0.2136 0.7610 -3.2237
H 2.2007 0.2792 -3.6244
H 2.4839 2.4861 -5.4286
H 3.7409 1.9371 -4.2800
H 3.6718 4.1088 -3.7452
H 1.9993 4.3753 -4.2955
H 0.9868 -3.9109 3.1870
H 0.7238 -4.2821 1.4396
H -0.6607 -4.3909 2.5880
P -0.7318 -2.0458 0.1326
P -0.5028 0.2260 2.0113
N 0.3099 -2.6761 -1.1698
N -2.1182 -3.1050 -0.2375
N 0.9888 1.1117 1.6702
N -1.2187 1.2917 3.2364
C -1.2550 -0.4508 -0.5809
C -1.5521 0.5702 0.5429
C 1.5479 -3.2689 -0.9756
C 1.9961 -3.7895 -2.1836
C 0.9999 -3.4947 -3.1722
C -0.0195 -2.8131 -2.5209
C -2.1080 -4.4676 0.0634
C -3.3955 -4.9645 -0.0961
C -4.2297 -3.8729 -0.5195
C -3.4162 -2.7486 -0.5907
C 2.2824 0.6187 1.7869
C 3.1505 1.5384 1.2135
C 2.3675 2.6277 0.7331
C 1.0415 2.3287 0.9904
C -1.0569 2.6560 3.4695
C -1.6984 2.9746 4.6642
C -2.3296 1.7844 5.1383
C -2.0768 0.7895 4.2073
H -2.1573 -0.5754 -1.2019
H -0.3911 -0.1283 -1.2021
H -1.3713 1.5945 0.1898
H -2.5915 0.5213 0.9260
H 1.9780 -3.2769 0.0075
H 2.9103 -4.3443 -2.3287
H 1.0263 -3.7686 -4.2191
H -0.9312 -2.4015 -2.9141
H -1.2049 -4.9412 0.4178
H -3.6924 -5.9929 0.0492
H -5.2769 -3.9177 -0.7849
H -3.6563 -1.7255 -0.8378
H 2.4858 -0.3105 2.2952
H 4.2184 1.4394 1.1556
H 2.7147 3.5208 0.2414
H 0.1342 2.8368 0.6925
H -0.5017 3.2815 2.7936
H -1.7082 3.9382 5.1454
H -2.8821 1.6557 6.0571
H -2.4389 -0.2212 4.1486
C -0.4816 -1.9327 4.6603
C 0.3829 -0.9554 3.9438
O 1.2579 -0.2219 4.3784
H -1.1749 -2.4774 3.9735
H -1.0848 -1.4142 5.4296
H 0.1746 -2.6797 5.1417

Forces on atoms 1 to 6 (eV/Å):
0.9305 0.3362 0.0181
-0.1699 -0.0044 0.4847
0.6813 0.7026 -0.0121
-0.0360 -0.1646 -0.1109
-0.5062 0.1343 -0.0919
0.3566 -0.1812 -0.0605

Here are the Löwdin charges for atoms 1 to 6, given in e: atom 1 (Fe): 0.23, atom 2 (C): -0.12, atom 3 (C): -0.12, atom 4 (C): -0.18, atom 5 (C): -0.19, atom 6 (C): -0.11

Density functional theory data (ωB97M-V/def2-TZVPD) for C29H38HfN2O6PS3Se as an isolated structure.

Computed properties:
HOMO level (eV): -10.9
ΔE to the lowest compared entry with this formula, charge and spin (kJ/mol): 96.67
2S+1: 1
Net charge: +1
E_tot (a.u.): -5674.0154
Kohn-Sham gap (eV): 8.4

CARTESIAN COORDINATES (ANGSTROEM)
Hf -0.9733 -0.0094 1.2185
C -1.9618 0.8250 -3.0044
C -1.8421 -0.5546 -3.6514
S -0.8979 -1.7507 -2.6943
C -1.9967 -3.1741 -2.6340
C -3.3656 -2.9944 -1.9781
S -3.3701 -2.2727 -0.3167
C -4.5935 -0.9750 -0.5550
C -4.2093 0.1535 -1.5134
S -2.5764 0.9197 -1.3133
H -2.6340 1.4486 -3.5967
H -0.9932 1.3251 -2.9798
H -1.3520 -0.4155 -4.6156
H -2.8298 -0.9666 -3.8568
H -1.4112 -3.9272 -2.1027
H -2.1469 -3.5531 -3.6468
H -3.8555 -3.9665 -1.9192
H -3.9963 -2.3632 -2.6039
H -4.7994 -0.5815 0.4362
H -5.5147 -1.4336 -0.9173
H -4.9323 0.9636 -1.4145
H -4.2691 -0.2021 -2.5396
C -5.2956 0.9652 2.5844
O -4.5490 0.0231 3.4045
C -3.3993 -0.3668 2.9869
O -3.0074 -0.2786 1.7861
N -2.6750 -1.0558 3.8749
N -1.3959 -1.4600 3.4621
H -5.9452 1.4845 3.2775
H -5.8807 0.4099 1.8585
H -4.6137 1.6629 2.1108
H -2.9030 -0.9750 4.8563
H -1.3065 -2.4605 3.6039
H -0.6862 -0.9618 3.9946
C 4.6269 1.0794 -0.9078
C 4.0611 1.9870 0.1647
C 4.8444 3.0738 0.5485
C 4.4524 3.9621 1.5382
C 3.2495 3.7680 2.1939
C 2.4512 2.6993 1.8237
C 2.8230 1.8129 0.8163
P 1.6396 0.5082 0.3620
C 1.8718 0.2503 -1.4247
C 2.4287 -0.9318 -1.9024
C 2.6582 -1.1146 -3.2574
C 2.3045 -0.1127 -4.1477
C 1.7225 1.0587 -3.6756
C 1.5020 1.2680 -2.3150
C 0.9183 2.5835 -1.8493
C 2.2283 -1.0008 1.2145
C 3.5088 -1.0934 1.7631
C 3.8967 -2.2218 2.4659
C 2.9926 -3.2675 2.6358
C 1.7167 -3.1769 2.1014
C 1.3095 -2.0501 1.3838
C -0.0589 -1.9857 0.7423
H 5.7125 1.1730 -0.9208
H 4.2590 1.3424 -1.9031
H 4.3877 0.0309 -0.7469
H 5.7993 3.2146 0.0535
H 5.0931 4.7957 1.7989
H 2.9207 4.4378 2.9782
H 1.5277 2.5687 2.3437
H 2.7156 -1.7099 -1.2023
H 3.1035 -2.0352 -3.6139
H 2.4798 -0.2388 -5.2094
H 1.4554 1.8450 -4.3741
H 0.5977 3.1833 -2.7016
H 1.6456 3.1752 -1.2872
H 0.0556 2.4521 -1.1881
H 4.2004 -0.2646 1.6673
H 4.8924 -2.2833 2.8862
H 3.2852 -4.1550 3.1848
H 1.0192 -3.9992 2.2269
H -0.6828 -2.8101 1.0925
H 0.0619 -2.1308 -0.3415
O -2.5175 2.0219 3.5504
Se -1.1257 2.2859 2.7491
O -0.1682 0.8363 2.9082
O -1.3458 2.0381 1.0729
O -0.3418 3.6478 3.1004

Forces on atoms 1 to 6 (eV/Å):
-0.0381 -1.3326 -0.2592
0.0991 -0.1279 -0.1248
-0.1331 0.1427 -0.1136
0.1994 0.1351 0.0453
-0.1329 -0.0865 0.0745
0.0081 -0.0393 -0.1764

Here are the Löwdin charges for atoms 1 to 6, given in e: atom 1 (Hf): 1.52, atom 2 (C): -0.49, atom 3 (C): -0.50, atom 4 (S): 0.89, atom 5 (C): -0.52, atom 6 (C): -0.50

Density functional theory data (ωB97M-V/def2-TZVPD) for an isolated ion of composition C29H38N3 and charge +1.

Computed properties:
HOMO level (eV): -9.5
ΔE to the lowest compared entry with this formula, charge and spin (kJ/mol): 0.00
2S+1: 1
SMILES: CCC1=C(C)[C@@H](C(c2ccc3c(c2)CCCN3C)c2ccc3c(c2)CCCN3C)[NH+]=C1C
Net charge: +1
E_tot (a.u.): -1291.9114
Kohn-Sham gap (eV): 5.9

CARTESIAN COORDINATES (ANGSTROEM)
C -3.0877 -4.2019 -2.9979
C -2.7496 -3.6848 -1.5927
C -1.8282 -2.5010 -1.5232
C -2.1566 -1.1677 -1.4044
C -3.5366 -0.6615 -1.5502
C -0.8684 -0.3389 -1.4617
C -0.5680 0.6987 -0.4234
C -0.5335 0.0387 0.9610
C 0.6197 -0.3918 1.6595
C 0.5364 -0.7318 3.0117
C -0.7180 -0.8501 3.6587
C -1.8817 -0.6080 2.8825
C -1.7660 -0.1944 1.5630
C -3.2178 -0.7195 3.5181
C -3.2155 -1.7266 4.6520
C -2.0894 -1.4396 5.6330
N -0.8510 -1.0703 4.9997
C 0.2821 -1.0094 5.8898
C 0.6671 1.5451 -0.7809
C 1.6135 1.9549 0.1742
C 2.7687 2.6406 -0.1735
C 2.9552 3.0672 -1.5105
C 1.8883 2.8597 -2.4299
C 0.8099 2.0447 -2.0801
C 1.9655 3.5499 -3.7498
C 3.3925 3.6391 -4.2659
C 4.3192 4.2305 -3.2159
N 4.1058 3.6785 -1.9056
C 5.1745 3.9508 -0.9703
N 0.1183 -1.4155 -1.4053
C -0.4184 -2.6168 -1.5735
C 0.4235 -3.7892 -1.8514
H -3.7207 -5.0874 -2.8839
H -3.6315 -3.4498 -3.5843
H -2.1813 -4.4811 -3.5497
H -3.6765 -3.4354 -1.0577
H -2.2542 -4.4916 -1.0299
H -3.5561 0.4216 -1.6976
H -3.9930 -1.1538 -2.4227
H -4.1947 -0.8782 -0.6964
H -0.7862 0.0886 -2.4720
H -1.4233 1.3919 -0.4314
H 1.6059 -0.4346 1.1822
H 1.4445 -0.9154 3.5952
H -2.6898 -0.0415 0.9936
H -3.9645 -0.9934 2.7695
H -3.5137 0.2636 3.9022
H -3.0943 -2.7350 4.2448
H -4.1700 -1.7153 5.1795
H -1.9121 -2.3196 6.2687
H -2.3935 -0.6233 6.3084
H 1.0379 -0.3080 5.5208
H -0.0464 -0.6692 6.8795
H 0.7645 -1.9912 6.0155
H 1.4827 1.7047 1.2226
H 3.5375 2.8508 0.5780
H 0.0719 1.7989 -2.8466
H 1.3309 3.0413 -4.4774
H 1.5667 4.5678 -3.6406
H 3.4463 4.2527 -5.1683
H 3.7482 2.6346 -4.5184
H 4.1997 5.3264 -3.1763
H 5.3667 4.0396 -3.4772
H 5.3533 3.0972 -0.3041
H 6.0851 4.1285 -1.5520
H 4.9740 4.8431 -0.3535
H 1.1093 -1.2646 -1.2898
H -0.1512 -4.7055 -1.6565
H 0.7614 -3.7967 -2.9037
H 1.3130 -3.7401 -1.2076

Forces on atoms 1 to 6 (eV/Å):
0.0464 0.1542 0.0910
0.0230 -0.0274 0.2839
-0.9445 0.5876 -0.0117
1.0282 -0.8665 -0.6707
-0.5146 0.4379 -0.1351
-0.1632 -1.4762 -0.0821

Here are the Löwdin charges for atoms 1 to 6, given in e: atom 1 (C): -0.07, atom 2 (C): -0.19, atom 3 (C): -0.13, atom 4 (C): -0.10, atom 5 (C): -0.01, atom 6 (C): -0.18

Number 1: F_max 0.0631 hartree/bohr. Number 2: F_max 0.0427 hartree/bohr. Number 3: F_max 0.0399 hartree/bohr.